# 1
{
  "formula": "C10H20MnN4O7",
  "method": "ωB97M-V/def2-TZVPD",
  "charge": 1,
  "e_tot_ev": -62293.412,
  "multiplicity": 5,
  "e_homo_ev": [-11.928, -12.307],
  "species": ["O", "H", "Mn", "N", "N", "N", "N", "O", "O", "O", "O", "C", "C", "C", "C", "C", "H", "H", "H", "C", "H", "H", "H", "C", "C", "H", "H", "H", "H", "H", "H", "H", "H", "C", "H", "H", "H", "O", "H", "H", "O", "C"],
  "coordinates": [[0.000852, 0.215306, -4.655581], [-0.493250, -0.034249, -5.451684], [0.166733, -0.068906, 0.431090], [0.348661, 1.519635, 1.491821], [1.451013, 0.844465, -0.606740], [-1.002606, -1.127116, 1.642134], [-0.012210, -1.659259, -0.501432], [-0.518634, 1.857675, 2.392181], [-1.714770, -0.586229, 2.686129], [0.467978, -1.765082, -1.771012], [1.827326, 0.434590, -1.776539], [1.985332, 1.986734, -0.075225], [1.367339, 2.356291, 1.149176], [-1.250191, -2.407744, 1.308910], [-0.657648, -2.723475, 0.040361], [1.677234, 3.562232, 1.952103], [1.964881, 3.297496, 2.976697], [0.809650, 4.231166, 2.001204], [2.517781, 4.094532, 1.496151], [3.057428, 2.723810, -0.792239], [2.741689, 2.974404, -1.816691], [3.990444, 2.141574, -0.864630], [3.290517, 3.656642, -0.268050], [-2.047642, -3.322249, 2.157912], [-0.766634, -4.039398, -0.644927], [-2.652740, -2.754053, 2.870776], [-1.383819, -3.993319, 2.724706], [-2.699472, -3.957739, 1.541087], [-0.020960, -4.154737, -1.438710], [-1.757452, -4.162330, -1.099464], [-0.641561, -4.873079, 0.054232], [-1.373134, 0.368495, 2.742542], [1.056729, -0.906273, -1.863056], [-0.922533, 0.766295, -3.720335], [-0.350201, 1.434075, -3.075967], [-1.352468, -0.030657, -3.104869], [-1.729244, 1.330631, -4.208891], [-2.224966, 1.226617, -0.105944], [-2.928123, 0.669025, 0.268261], [-2.167761, 1.980300, 0.506198], [1.056617, -0.518790, 3.282158], [0.889803, -0.587287, 2.126162]],
  "atomic_forces_ev_per_a": [[-0.4, 0.0, -0.3], [0.3, 0.0, 0.3], [-1.6, 0.5, 1.0], [-1.2, 2.5, 0.3], [1.3, 0.8, -2.1], [-3.3, -2.1, -0.3], [-1.2, -3.4, -1.1], [1.5, -0.3, -0.9], [0.5, 0.1, 0.0], [0.5, 0.2, 0.8], [-0.1, 0.8, 1.6], [-0.2, -0.6, -0.1], [-0.3, -0.2, -0.2], [0.2, 2.9, 1.5], [2.0, 1.7, -2.3], [0.4, 0.3, -0.1], [-0.2, 0.0, -0.2], [0.1, -0.2, 0.0], [-0.3, 0.0, 0.2], [0.3, 0.4, 0.0], [0.1, -0.2, 0.3], [-0.4, 0.0, 0.0], [0.0, -0.3, -0.2], [-0.3, -0.3, 0.0], [0.0, -0.3, -0.2], [0.2, -0.1, -0.2], [-0.1, 0.2, -0.2], [0.2, 0.2, 0.2], [-0.2, 0.3, 0.2], [0.1, 0.1, 0.0], [0.0, 0.2, 0.1], [-0.3, -0.7, -0.1], [-0.6, -1.0, -0.4], [0.1, -0.1, -0.2], [-0.1, 0.1, 0.0], [-0.1, 0.1, 0.0], [0.2, -0.1, 0.2], [0.1, -0.2, 0.5], [0.2, 0.3, -0.2], [-0.1, -0.2, -0.2], [-0.6, -0.4, -3.8], [3.6, -0.8, 5.9]]
}

***

# 2
{
  "formula": "C34H32N2O4S2",
  "method": "ωB97M-V/def2-TZVPD",
  "charge": 0,
  "de_lowest_ev": 1.857,
  "e_tot_ev": -68612.298,
  "e_homo_ev": -6.846,
  "species": ["C", "C", "C", "C", "S", "C", "S", "C", "C", "C", "C", "C", "C", "O", "O", "O", "O", "C", "C", "H", "H", "H", "H", "H", "H", "H", "H", "H", "H", "H", "C", "C", "N", "C", "C", "C", "C", "C", "C", "C", "C", "C", "C", "C", "C", "N", "C", "C", "C", "C", "C", "C", "C", "H", "H", "H", "H", "H", "H", "H", "H", "H", "H", "H", "H", "H", "H", "H", "H", "H", "H", "H", "H", "H"],
  "coordinates": [[-3.828513, -1.789603, -3.313321], [-3.516686, -0.474031, -2.956902], [-2.221992, -0.154077, -2.551078], [-1.260298, -1.147206, -2.408224], [0.425635, -0.709898, -1.923476], [0.127279, 1.383553, -0.963888], [3.059264, 1.296713, -2.201581], [3.749320, -0.315017, -2.671848], [4.477742, -1.023443, -1.722784], [5.174395, -2.169232, -2.111044], [5.129118, -2.613209, -3.437482], [4.335944, -1.924698, -4.360156], [3.627955, -0.783952, -3.975705], [2.854844, 1.998522, -3.462820], [4.003674, 1.865932, -1.240687], [0.260794, -0.800992, -0.291840], [1.150180, -1.927874, -2.306564], [-1.568273, -2.466292, -2.750409], [-2.850493, -2.783882, -3.208989], [-4.833304, -2.031223, -3.660878], [-4.270924, 0.314752, -2.989794], [-1.967543, 0.873595, -2.318724], [-0.759784, 1.821180, -1.418627], [4.480821, -0.679270, -0.688937], [5.767086, -2.705678, -1.371018], [5.714161, -3.480869, -3.750728], [4.271373, -2.262894, -5.393703], [2.986702, -0.261921, -4.684501], [-0.812555, -3.240057, -2.631271], [-3.082071, -3.818527, -3.471676], [1.991239, 3.179061, 1.008172], [1.770849, 1.873930, 1.657058], [2.457545, 1.588853, 2.811382], [3.485049, 2.440917, 3.376501], [1.980288, 0.407137, 3.363078], [0.971069, -0.099993, 2.492321], [0.175117, -1.157386, 2.935443], [0.379410, -1.663333, 4.220048], [1.380484, -1.148103, 5.064638], [2.212819, -0.098387, 4.635943], [0.896303, 0.811632, 1.363381], [-0.028769, 0.597806, 0.179811], [-1.472064, 0.516233, 0.626700], [-2.248815, 1.651095, 0.871090], [-1.800764, 3.058140, 0.918111], [-3.562731, 1.292481, 0.975409], [-4.630067, 2.243410, 1.179209], [-3.678930, -0.093479, 0.870776], [-2.360321, -0.631691, 0.676745], [-2.232648, -2.017998, 0.537282], [-3.386813, -2.802062, 0.452320], [-4.672043, -2.239464, 0.569880], [-4.827029, -0.864965, 0.787300], [1.240511, 3.338580, 0.232444], [1.899424, 4.004055, 1.733948], [2.987367, 3.221089, 0.549106], [3.911636, 1.949117, 4.251611], [4.275575, 2.608280, 2.631092], [3.083416, 3.420629, 3.676688], [-0.621897, -1.529280, 2.297529], [-0.265238, -2.464029, 4.591760], [1.516344, -1.576892, 6.060754], [3.011765, 0.301802, 5.258812], [1.121825, 1.758283, -1.228818], [-0.706470, 3.081507, 0.952570], [-2.123701, 3.623445, 0.029097], [-2.161017, 3.575665, 1.816572], [-5.585818, 1.729312, 1.145733], [-4.520621, 2.744871, 2.145992], [-4.611475, 3.015882, 0.404101], [-1.240255, -2.474543, 0.503342], [-3.281901, -3.877506, 0.291392], [-5.543114, -2.887430, 0.469761], [-5.809414, -0.397094, 0.852564]],
  "atomic_forces_ev_per_a": [[0.2, 0.2, 0.2], [0.1, -0.1, 0.0], [-0.1, -0.1, 0.1], [-0.3, 0.4, -0.9], [-0.8, -1.1, 1.3], [0.5, 1.5, -3.5], [-0.2, -1.6, 0.0], [0.7, 0.2, -0.1], [0.0, -0.2, -0.1], [-0.1, 0.0, 0.0], [-0.1, 0.3, 0.1], [-0.1, 0.0, 0.1], [0.1, -0.1, 0.0], [-0.2, 0.5, -0.6], [0.4, 0.2, 0.4], [0.8, 0.1, -0.8], [0.1, 1.4, 0.3], [0.0, -0.1, 0.1], [0.2, 0.2, 0.1], [0.3, 0.0, 0.1], [0.2, -0.3, -0.1], [-0.2, -0.1, -0.1], [0.4, 0.4, 0.4], [0.2, 0.0, -0.3], [-0.1, 0.1, -0.2], [-0.2, 0.3, 0.1], [0.0, 0.0, 0.2], [0.3, 0.0, 0.1], [-0.1, 0.2, -0.1], [0.1, 0.4, 0.1], [0.2, 0.4, -0.4], [-0.7, -1.6, -0.2], [-0.2, -0.2, 0.0], [0.1, 0.1, -0.2], [-0.6, 0.5, -0.4], [0.4, 0.6, 0.3], [0.1, -0.2, 0.3], [0.0, 0.1, -0.1], [0.5, 0.3, -0.3], [-0.4, -0.9, 0.2], [0.9, 1.0, 0.3], [-0.9, -2.7, 4.1], [-1.2, 0.7, 0.4], [0.8, -1.6, -0.6], [0.2, 0.5, 0.0], [-0.2, -0.4, 0.2], [0.1, 0.1, 0.1], [0.9, 0.4, -0.4], [-0.8, 1.0, 0.1], [-0.3, -0.5, -0.1], [0.3, 0.2, 0.2], [0.1, 0.4, -0.1], [-0.2, -0.7, 0.0], [0.2, 0.1, 0.0], [0.0, -0.3, -0.2], [-0.2, 0.1, 0.0], [0.0, 0.1, -0.2], [-0.1, -0.1, 0.3], [0.1, -0.3, 0.0], [0.2, 0.0, 0.4], [0.2, 0.3, -0.2], [0.0, 0.2, -0.3], [-0.3, -0.1, 0.0], [-0.6, -0.3, -0.2], [-0.3, 0.1, 0.0], [0.0, -0.1, 0.3], [0.0, -0.1, -0.2], [0.0, 0.1, 0.0], [-0.1, -0.1, 0.0], [-0.1, -0.1, 0.0], [-0.5, 0.1, -0.2], [-0.1, 0.3, 0.1], [0.2, 0.2, 0.1], [0.2, -0.3, 0.1]]
}

***

# 3
{
  "formula": "C5H13N2",
  "method": "ωB97M-V/def2-TZVPD",
  "charge": 1,
  "de_lowest_ev": 2.778,
  "e_tot_ev": -8368.032,
  "e_homo_ev": -14.564,
  "species": ["C", "C", "C", "C", "C", "N", "N", "H", "H", "H", "H", "H", "H", "H", "H", "H", "H", "H", "H", "H"],
  "coordinates": [[1.490197, 1.149022, 0.737422], [2.223885, 1.072205, -0.625647], [0.754534, 0.446078, -0.426187], [0.108662, -0.828769, -0.054920], [0.987571, -2.101983, 0.104376], [-1.173457, -0.919226, -0.024609], [-2.956279, 0.997023, 0.009212], [1.956173, 0.472797, 1.428888], [1.108540, 2.028116, 1.115906], [2.199111, 1.865784, -1.294463], [3.047912, 0.358105, -0.634595], [-0.164522, 1.063080, -0.878164], [0.543980, -3.020690, -0.425757], [1.194702, -2.310665, 1.143592], [2.012768, -1.893423, -0.277564], [-1.741305, -0.037288, -0.060527], [-1.765130, -1.721258, -0.055342], [-3.042357, 0.743475, 0.989355], [-3.834921, 0.667336, -0.387645], [-2.950062, 1.970283, -0.383336]],
  "atomic_forces_ev_per_a": [[1.7, -1.5, -2.7], [-2.3, -3.0, 2.8], [-2.7, 2.2, 0.2], [2.6, -2.7, -1.2], [-0.1, 0.3, -1.2], [0.5, 1.3, 0.0], [-1.1, 0.5, -1.6], [-0.1, -0.1, 0.4], [-0.7, 1.7, 0.7], [0.1, 1.2, -1.0], [-0.2, 0.4, -0.3], [2.6, -0.7, 0.9], [0.6, 1.5, 0.9], [-0.5, -0.2, 0.5], [-0.9, -0.2, -0.2], [-0.2, 0.1, -0.7], [0.4, -1.1, 0.5], [-0.1, 1.6, 0.3], [0.1, -0.4, -0.1], [0.4, -0.9, 1.8]]
}

***

# 4
{
  "formula": "C7H7F2NO4",
  "method": "ωB97M-V/def2-TZVPD",
  "charge": -2,
  "e_tot_ev": -22485.453,
  "e_homo_ev": -0.662,
  "species": ["C", "C", "C", "C", "C", "C", "C", "N", "O", "O", "O", "O", "F", "F", "H", "H", "H", "H", "H", "H", "H"],
  "coordinates": [[2.269978, -1.549995, -0.971633], [-1.062731, -1.681771, 1.501637], [-0.167202, 0.756226, -1.158001], [1.174472, 0.778205, -0.408012], [-1.203823, 0.206094, -0.255739], [1.512682, -0.516486, 0.101391], [-1.681581, 1.331035, 0.631849], [-0.543931, -0.858174, 0.536569], [1.800663, -1.474979, -2.092083], [-0.397078, -2.523627, 2.142726], [3.256778, -2.102316, -0.550403], [-2.297830, -1.483581, 1.619788], [2.111950, 1.344372, -1.266843], [2.107339, -0.432499, 1.314358], [-0.326927, 1.771390, -1.471697], [0.034371, 0.156345, -2.060625], [1.114443, 1.548580, 0.374492], [-2.172263, -0.018058, -0.717780], [-2.337667, 1.862440, 0.103456], [-1.039890, 2.024496, 1.112815], [-2.151753, 0.862302, 1.513734]],
  "atomic_forces_ev_per_a": [[-1.1, 1.7, 1.1], [-0.6, -0.8, 0.7], [1.7, -0.8, -1.3], [-1.9, 2.5, -0.4], [0.4, -0.2, 2.3], [-1.8, -3.0, 1.1], [0.8, -2.2, 3.4], [4.4, 1.5, -2.9], [-1.1, 0.0, -1.6], [0.6, 0.4, -0.4], [1.6, -1.0, 1.2], [-1.6, 0.2, 0.3], [1.0, 0.0, -0.7], [0.0, -0.2, -0.3], [-0.5, 0.6, -0.2], [-0.2, 0.0, 0.3], [-0.1, -0.6, 0.4], [0.5, -1.1, -0.5], [-3.1, 2.4, -2.0], [1.7, 0.6, 0.0], [-0.4, 0.0, -0.6]]
}